{
  "formula": "C26H43ClN3O4Pm",
  "method": "ωB97M-V with the def2-TZVPD basis set",
  "symbols": ["O", "C", "C", "C", "H", "C", "H", "C", "H", "C", "H", "C", "H", "H", "C", "C", "H", "H", "H", "C", "C", "H", "H", "H", "H", "Pm", "Cl", "C", "O", "N", "C", "C", "H", "H", "H", "H", "H", "H", "H", "H", "H", "C", "C", "N", "H", "C", "O", "H", "H", "H", "H", "H", "H", "C", "C", "N", "H", "C", "O", "H", "H", "H", "H", "C", "C", "C", "C", "C", "C", "H", "H", "H", "H", "H", "H", "H", "H", "H"],
  "positions_angstrom": [[1.27, -0.02, -2.94], [0.10, 0.36, -3.21], [0.01, 1.79, -3.71], [0.43, 2.85, -2.89], [0.61, 2.67, -1.82], [0.63, 4.10, -3.49], [1.03, 4.91, -2.87], [0.39, 4.29, -4.85], [0.57, 5.24, -5.31], [-0.10, 3.23, -5.62], [-0.30, 3.35, -6.68], [-0.28, 1.97, -5.05], [-0.62, 1.10, -5.64], [-0.49, -0.30, -3.90], [-2.03, -1.27, -2.24], [-1.49, 0.13, -1.83], [-2.83, -1.02, -2.99], [-2.54, -1.86, -1.42], [-1.27, -1.95, -2.70], [-2.35, 1.17, -1.99], [-3.84, 1.10, -2.03], [-1.97, 2.19, -2.19], [-4.13, 1.48, -3.01], [-4.27, 1.76, -1.27], [-4.26, 0.09, -1.89], [-0.75, 0.00, 0.36], [-3.05, 0.49, 1.21], [-0.76, 0.23, 3.20], [-0.24, -0.64, 2.44], [-1.09, 0.01, 4.45], [-0.76, -1.24, 5.13], [-1.97, 0.94, 5.15], [-1.00, 1.24, 2.79], [-0.20, -1.90, 4.46], [-1.69, -1.74, 5.46], [-0.17, -1.03, 6.03], [-2.35, 1.66, 4.42], [-1.42, 1.47, 5.94], [-2.81, 0.39, 5.60], [4.89, 1.70, -2.16], [4.42, 2.62, 0.09], [3.80, 1.64, -2.11], [3.67, 1.88, 0.37], [3.39, 1.09, -0.82], [3.41, 0.97, -2.89], [2.65, -0.03, -0.76], [1.79, -0.28, 0.06], [4.07, 1.24, 1.18], [2.92, -0.75, -1.58], [3.37, 2.64, -2.23], [2.75, 2.37, 0.73], [0.00, -5.72, 0.53], [2.15, -5.62, -1.08], [-0.48, -5.13, -0.25], [1.54, -4.97, -1.71], [0.52, -4.28, -0.91], [-1.26, -4.51, 0.17], [0.54, -2.97, -0.76], [-0.31, -2.32, -0.08], [2.17, -4.21, -2.19], [1.36, -2.44, -1.30], [-0.89, -5.82, -0.99], [1.05, -5.58, -2.49], [0.33, 4.07, 3.88], [1.41, 3.31, 3.12], [2.52, 4.29, 2.74], [2.01, 2.24, 4.03], [0.83, 2.68, 1.96], [0.36, 2.12, 0.95], [-0.49, 3.40, 4.18], [0.76, 4.51, 4.79], [-0.08, 4.88, 3.26], [2.90, 4.76, 3.65], [3.35, 3.77, 2.26], [2.14, 5.07, 2.07], [1.25, 1.52, 4.36], [2.82, 1.69, 3.52], [2.44, 2.72, 4.92]],
  "homo_ev": [-7.088, -7.102],
  "e_tot_ha": -2550.21272,
  "spin_multiplicity": 5,
  "e_above_lowest_kcal_mol": 97.98,
  "orbital_gap_ev": [7.412, 7.427]
}

{
  "formula": "C26H43N3P2Pd",
  "method": "ωB97M-V with the def2-TZVPD basis set",
  "symbols": ["Pd", "C", "C", "C", "C", "C", "C", "H", "H", "H", "C", "H", "H", "H", "C", "H", "H", "H", "C", "H", "H", "H", "C", "H", "H", "H", "C", "C", "C", "C", "C", "C", "C", "C", "H", "H", "H", "H", "H", "H", "H", "H", "H", "H", "H", "H", "P", "P", "C", "C", "H", "H", "H", "H", "C", "H", "H", "H", "C", "H", "H", "H", "C", "H", "H", "H", "C", "H", "H", "H", "N", "C", "N", "C", "N"],
  "positions_angstrom": [[2.43, 0.29, -1.60], [0.23, -0.62, 1.66], [0.00, -1.73, 0.76], [1.94, -0.62, 0.09], [1.36, 0.08, 1.28], [1.03, -1.76, -0.19], [-0.56, -0.40, 2.91], [-1.65, -0.46, 2.78], [-0.35, 0.59, 3.33], [-0.28, -1.15, 3.67], [2.07, 1.13, 2.02], [1.72, 1.23, 3.06], [1.88, 2.10, 1.55], [3.15, 0.93, 2.02], [3.45, -0.78, 0.01], [3.67, -1.72, 0.55], [3.97, 0.03, 0.51], [3.90, -0.92, -1.00], [1.26, -2.82, -1.17], [1.81, -3.70, -0.77], [1.84, -2.42, -2.01], [0.30, -3.19, -1.54], [-1.09, -2.72, 0.93], [-0.70, -3.65, 1.38], [-1.58, -2.98, -0.03], [-1.87, -2.35, 1.61], [-1.75, 1.88, -0.90], [-2.33, 1.06, -0.03], [-3.42, 0.07, -0.27], [-3.55, -0.41, -1.72], [-2.32, -1.15, -2.14], [-1.27, -0.63, -2.77], [-1.04, 0.79, -3.15], [-1.83, 1.90, -2.40], [-4.40, 0.45, 0.08], [-3.83, 0.41, -2.40], [-3.19, -0.80, 0.36], [-2.86, 1.96, -2.77], [-1.02, 2.61, -0.50], [-2.04, 1.16, 1.02], [-1.36, 2.85, -2.69], [0.03, 1.03, -3.02], [-0.47, -1.31, -3.11], [-1.27, 0.91, -4.24], [-4.37, -1.13, -1.73], [-2.38, -2.24, -2.00], [-1.86, 1.96, -6.14], [0.37, 0.71, -7.68], [-1.99, 2.22, -7.99], [-0.62, 2.00, -8.63], [-2.36, 3.23, -8.18], [-2.73, 1.51, -8.38], [-0.72, 1.70, -9.68], [-0.03, 2.93, -8.60], [1.77, 0.75, -8.88], [2.45, -0.08, -8.66], [2.31, 1.69, -8.74], [1.43, 0.68, -9.92], [-0.52, -0.75, -8.41], [-0.71, -0.62, -9.48], [-1.46, -0.92, -7.88], [0.12, -1.63, -8.26], [-1.69, 3.72, -5.65], [-1.73, 3.80, -4.56], [-2.49, 4.31, -6.10], [-0.71, 4.09, -5.99], [-3.66, 1.72, -5.83], [-4.01, 0.85, -6.40], [-4.22, 2.61, -6.13], [-3.83, 1.52, -4.76], [-0.04, 3.40, 1.36], [-0.43, 3.63, 2.45], [-0.89, 3.98, 3.61], [-0.79, 3.31, 4.72], [-0.75, 2.77, 5.76]],
  "homo_ev": [-12.741, -13.838],
  "e_tot_ha": -1990.50743,
  "spin_multiplicity": 5,
  "orbital_gap_ev": [7.133, 5.161],
  "total_charge": 2
}

{
  "formula": "C26H44BrN3OP2Pd",
  "method": "ωB97M-V with the def2-TZVPD basis set",
  "symbols": ["N", "C", "C", "C", "C", "C", "C", "Pd", "P", "C", "C", "C", "C", "C", "C", "C", "Br", "H", "H", "H", "H", "H", "H", "H", "H", "H", "H", "P", "C", "C", "H", "H", "H", "H", "H", "C", "C", "H", "H", "H", "H", "H", "C", "C", "H", "H", "H", "H", "H", "C", "C", "H", "H", "H", "H", "H", "C", "C", "H", "H", "H", "H", "H", "C", "C", "H", "H", "H", "H", "H", "N", "C", "N", "O", "H", "H", "H", "H"],
  "positions_angstrom": [[-5.95, 3.74, -3.45], [-5.81, 4.04, -2.16], [-4.98, 3.32, -1.30], [-4.13, 2.30, -1.81], [-4.33, 1.97, -3.17], [-5.22, 2.73, -3.95], [-2.93, 1.90, -1.06], [-1.65, 0.06, -0.52], [3.81, -0.83, 0.59], [-1.74, 1.57, -1.79], [-0.42, 2.10, -1.33], [0.68, 1.82, -2.16], [1.87, 2.52, -2.04], [2.03, 3.42, -0.97], [0.95, 3.74, -0.13], [-0.26, 3.03, -0.27], [3.69, 4.18, -0.62], [-2.88, 2.32, -0.06], [-1.84, 1.26, -2.84], [-4.95, 3.58, -0.24], [-3.79, 1.16, -3.65], [-6.38, 4.90, -1.79], [-5.33, 2.54, -5.02], [0.58, 1.00, -2.88], [-1.08, 3.17, 0.42], [2.70, 2.31, -2.72], [1.11, 4.48, 0.66], [-1.58, -2.10, -0.36], [4.75, 0.65, 1.12], [6.03, 0.97, 0.34], [5.01, 0.48, 2.17], [4.04, 1.49, 1.06], [6.37, 1.99, 0.59], [6.84, 0.29, 0.62], [5.89, 0.93, -0.75], [3.19, -0.38, -1.07], [3.95, -1.22, -2.11], [3.39, 0.69, -1.19], [2.10, -0.54, -1.11], [3.49, -1.10, -3.10], [5.00, -0.91, -2.18], [3.93, -2.29, -1.84], [2.54, -0.95, 1.90], [3.20, -1.50, 3.18], [1.75, -1.63, 1.55], [2.11, 0.05, 2.05], [2.46, -2.04, 3.78], [4.01, -2.20, 2.94], [3.61, -0.70, 3.81], [-1.04, -2.58, 1.31], [-1.34, -3.97, 1.89], [-1.41, -1.77, 1.97], [0.04, -2.44, 1.25], [-2.34, -4.04, 2.35], [-1.23, -4.78, 1.16], [-0.62, -4.15, 2.70], [-0.21, -2.61, -1.44], [-0.42, -2.12, -2.87], [-0.11, -3.70, -1.40], [0.68, -2.16, -0.99], [-1.33, -2.53, -3.32], [-0.51, -1.03, -2.90], [0.43, -2.40, -3.50], [-3.06, -3.12, -0.69], [-4.05, -2.72, 0.40], [-2.78, -4.19, -0.65], [-3.41, -2.94, -1.72], [-5.08, -2.85, 0.08], [-3.92, -3.34, 1.29], [-3.94, -1.66, 0.67], [1.01, 0.90, 4.81], [-0.06, 0.36, 4.11], [-0.82, -0.49, 4.90], [-0.23, 0.53, 2.90], [0.97, 0.90, 5.82], [1.44, 1.70, 4.36], [-1.74, -0.69, 4.53], [-0.75, -0.40, 5.90]],
  "homo_ev": -7.091,
  "e_tot_ha": -4641.18533,
  "orbital_gap_ev": 6.954
}

{
  "formula": "C26H44BrN3P2SW",
  "method": "ωB97M-V with the def2-TZVPD basis set",
  "symbols": ["N", "C", "C", "C", "C", "C", "C", "W", "P", "C", "C", "C", "C", "C", "C", "C", "Br", "H", "H", "H", "H", "H", "H", "H", "H", "H", "H", "P", "C", "C", "H", "H", "H", "H", "H", "C", "C", "H", "H", "H", "H", "H", "C", "C", "H", "H", "H", "H", "H", "C", "C", "H", "H", "H", "H", "H", "C", "C", "H", "H", "H", "H", "H", "C", "C", "H", "H", "H", "H", "H", "N", "C", "N", "S", "H", "H", "H", "H"],
  "positions_angstrom": [[1.61, 0.20, 6.81], [1.45, -1.05, 6.37], [1.79, -1.44, 5.06], [2.38, -0.48, 4.20], [2.64, 0.80, 4.75], [2.20, 1.11, 6.04], [2.60, -0.69, 2.78], [0.81, -0.31, -0.97], [-1.03, -0.55, -2.76], [2.75, 0.34, 1.91], [2.85, 0.14, 0.40], [2.81, 1.20, -0.54], [2.62, 0.97, -1.91], [2.50, -0.36, -2.36], [2.68, -1.46, -1.49], [2.97, -1.16, -0.14], [2.22, -0.62, -4.41], [2.40, -1.70, 2.40], [2.75, 1.40, 2.22], [1.65, -2.47, 4.76], [3.17, 1.54, 4.17], [1.08, -1.80, 7.10], [2.39, 2.12, 6.44], [3.09, 2.19, -0.17], [3.38, -1.95, 0.48], [2.64, 1.81, -2.62], [2.61, -2.50, -1.82], [-0.50, 1.35, 0.39], [-0.44, -2.26, -3.01], [-0.27, -2.64, -4.47], [-1.14, -2.93, -2.51], [0.51, -2.38, -2.47], [0.32, -3.56, -4.54], [-1.22, -2.85, -4.96], [0.27, -1.87, -5.03], [-0.81, 0.95, -3.77], [-1.28, 0.91, -5.22], [0.24, 1.26, -3.72], [-1.38, 1.74, -3.26], [-0.68, 1.60, -5.83], [-1.20, -0.08, -5.67], [-2.32, 1.25, -5.28], [-2.86, -0.85, -2.88], [-3.26, -1.54, -4.18], [-3.41, 0.10, -2.76], [-3.12, -1.50, -2.02], [-4.35, -1.52, -4.31], [-2.82, -1.05, -5.05], [-2.94, -2.59, -4.20], [-2.22, 0.99, 0.88], [-3.35, 0.75, -0.09], [-2.53, 1.80, 1.56], [-2.12, 0.10, 1.51], [-4.30, 1.03, 0.39], [-3.26, 1.35, -1.00], [-3.44, -0.31, -0.36], [-0.72, 2.85, -0.60], [0.49, 3.76, -0.75], [-1.57, 3.40, -0.17], [-1.04, 2.51, -1.59], [0.17, 4.69, -1.23], [0.95, 4.02, 0.20], [1.25, 3.31, -1.39], [-0.08, 2.12, 2.02], [-0.60, 1.46, 3.29], [-0.44, 3.17, 1.99], [1.01, 2.19, 2.07], [-0.18, 1.96, 4.17], [-1.70, 1.52, 3.39], [-0.30, 0.40, 3.34], [-1.27, -1.59, 2.82], [-0.35, -2.32, 2.18], [0.01, -3.47, 2.78], [0.22, -2.08, 0.41], [-1.36, -1.64, 3.84], [-1.91, -0.98, 2.33], [0.60, -4.17, 2.32], [-0.27, -3.67, 3.74]],
  "homo_ev": [-20.118, -20.083],
  "e_tot_ha": -4901.71085,
  "spin_multiplicity": 3,
  "e_above_lowest_kcal_mol": 0.00,
  "orbital_gap_ev": [6.359, 4.451],
  "total_charge": 4
}

{
  "formula": "C26H44BrNOP2V",
  "method": "ωB97M-V with the def2-TZVPD basis set",
  "symbols": ["N", "C", "C", "C", "C", "C", "C", "V", "P", "C", "C", "C", "C", "C", "C", "C", "Br", "H", "H", "H", "H", "H", "H", "H", "H", "H", "H", "P", "C", "C", "H", "H", "H", "H", "H", "C", "C", "H", "H", "H", "H", "H", "C", "C", "H", "H", "H", "H", "H", "C", "C", "H", "H", "H", "H", "H", "C", "C", "H", "H", "H", "H", "H", "C", "C", "H", "H", "H", "H", "H", "C", "O", "H", "H", "H", "H"],
  "positions_angstrom": [[-4.90, -0.81, 2.99], [-3.91, -0.08, 3.51], [-3.01, 0.63, 2.72], [-3.19, 0.65, 1.33], [-4.27, -0.09, 0.78], [-5.09, -0.81, 1.66], [-2.32, 1.43, 0.48], [-0.14, 0.72, -0.57], [2.11, 0.67, -1.58], [-2.34, 1.27, -0.91], [-1.64, 2.20, -1.80], [-1.79, 2.10, -3.21], [-1.11, 2.98, -4.04], [-0.12, 3.84, -3.49], [-0.11, 4.08, -2.11], [-0.80, 3.21, -1.24], [1.30, 4.68, -4.61], [-1.93, 2.36, 0.92], [-2.85, 0.41, -1.40], [-2.16, 1.14, 3.16], [-4.48, -0.12, -0.30], [-3.81, -0.06, 4.59], [-5.92, -1.41, 1.27], [-2.47, 1.31, -3.56], [-0.75, 3.33, -0.14], [-1.31, 3.00, -5.11], [0.45, 4.92, -1.70], [-0.43, -2.12, -0.54], [2.66, 2.19, -0.73], [3.44, 3.18, -1.60], [3.25, 1.88, 0.14], [1.78, 2.70, -0.31], [3.81, 4.00, -0.98], [4.31, 2.72, -2.08], [2.81, 3.64, -2.37], [1.68, 1.02, -3.32], [2.84, 1.00, -4.31], [1.19, 2.01, -3.34], [0.89, 0.31, -3.61], [2.47, 1.25, -5.31], [3.60, 1.74, -4.05], [3.31, 0.01, -4.37], [3.40, -0.60, -1.45], [4.84, -0.11, -1.61], [3.16, -1.38, -2.19], [3.26, -1.07, -0.46], [5.53, -0.96, -1.54], [5.00, 0.36, -2.59], [5.12, 0.60, -0.83], [0.53, -3.54, 0.22], [2.05, -3.53, 0.05], [0.12, -4.48, -0.20], [0.29, -3.56, 1.29], [2.47, -4.45, 0.47], [2.36, -3.50, -1.00], [2.50, -2.69, 0.59], [-0.27, -2.61, -2.34], [-1.18, -1.81, -3.27], [-0.46, -3.70, -2.43], [0.79, -2.44, -2.60], [-1.03, -2.13, -4.31], [-2.24, -1.95, -3.04], [-0.96, -0.74, -3.21], [-2.11, -2.87, -0.22], [-2.41, -3.20, 1.24], [-2.18, -3.80, -0.82], [-2.86, -2.17, -0.62], [-3.47, -3.46, 1.36], [-1.84, -4.06, 1.61], [-2.22, -2.34, 1.90], [0.68, -0.65, 2.64], [0.87, 0.34, 1.61], [1.41, -1.47, 2.49], [-0.37, -1.00, 2.61], [0.86, -0.21, 3.63], [1.13, 1.19, 2.02]],
  "homo_ev": [-14.485, -14.505],
  "e_tot_ha": -5347.25754,
  "spin_multiplicity": 4,
  "e_above_lowest_kcal_mol": 15.15,
  "orbital_gap_ev": [7.342, 7.106],
  "total_charge": 2
}

{
  "formula": "C26H44ClFNO23S5",
  "method": "ωB97M-V with the def2-TZVPD basis set",
  "symbols": ["C", "C", "O", "C", "C", "C", "C", "C", "N", "C", "C", "C", "C", "O", "O", "Cl", "C", "C", "C", "C", "F", "C", "H", "H", "H", "H", "H", "H", "H", "H", "H", "H", "H", "H", "H", "H", "H", "H", "H", "H", "H", "H", "H", "H", "H", "H", "C", "C", "O", "S", "O", "O", "O", "H", "H", "H", "H", "C", "C", "O", "S", "O", "O", "O", "H", "H", "H", "H", "C", "C", "O", "S", "O", "O", "O", "H", "H", "H", "H", "C", "C", "O", "S", "O", "O", "O", "H", "H", "H", "H", "C", "C", "O", "S", "O", "O", "O", "H", "H", "H", "H"],
  "positions_angstrom": [[6.09, -1.82, 1.19], [5.55, -1.03, -0.15], [4.34, -1.60, -0.76], [4.46, -3.04, -1.03], [3.56, -3.84, 0.09], [2.32, -4.70, -0.56], [1.36, -3.81, -1.59], [0.19, -4.83, -2.12], [-1.16, -4.65, -1.44], [-1.72, -5.90, -0.73], [-3.18, -5.84, 0.02], [-4.03, -4.40, -0.02], [-5.50, -4.40, 0.71], [-6.53, -3.72, 0.15], [-5.84, -5.15, 1.95], [-4.92, -4.63, 3.26], [-3.35, -3.07, -0.77], [-4.21, -1.68, -0.76], [-3.36, -0.32, -1.10], [-4.15, 0.92, -0.31], [-1.97, -0.29, -0.58], [-1.89, -3.33, -1.48], [6.94, -1.18, 1.68], [6.57, -2.84, 0.82], [5.18, -2.03, 1.90], [6.35, -0.92, -1.01], [5.27, 0.07, 0.20], [4.08, -3.21, -2.15], [5.59, -3.43, -1.04], [3.14, -3.04, 0.88], [4.27, -4.60, 0.67], [1.61, -5.05, 0.32], [2.68, -5.70, -1.09], [0.91, -2.85, -1.09], [1.96, -3.46, -2.56], [0.57, -5.94, -1.93], [0.02, -4.70, -3.27], [-1.09, -6.91, -0.72], [-3.63, -6.79, 0.58], [-5.16, -1.80, -1.45], [-4.65, -1.54, 0.34], [-3.45, -0.05, -2.25], [-3.29, 1.72, -0.10], [-5.01, 1.39, -0.94], [-4.52, 0.59, 0.77], [-1.39, -2.41, -2.01], [-6.88, -3.62, -4.89], [-6.34, -4.26, -3.62], [-4.94, -4.39, -3.83], [-4.43, -3.16, -4.77], [-3.89, -2.13, -3.91], [-3.70, -3.72, -5.89], [-5.89, -2.67, -5.29], [-6.98, -4.36, -5.69], [-7.84, -3.13, -4.74], [-6.79, -5.24, -3.42], [-6.50, -3.61, -2.75], [-2.22, 4.29, -3.07], [-1.55, 4.85, -1.81], [-2.56, 5.64, -1.18], [-4.02, 4.97, -1.47], [-4.38, 4.15, -0.34], [-4.88, 5.99, -2.02], [-3.56, 3.98, -2.69], [-2.26, 5.05, -3.86], [-1.71, 3.40, -3.44], [-0.67, 5.46, -2.04], [-1.27, 4.05, -1.13], [2.53, 5.60, 1.32], [1.88, 5.18, 2.63], [0.81, 4.31, 2.27], [1.23, 3.50, 0.92], [1.73, 2.20, 1.31], [0.18, 3.67, -0.06], [2.50, 4.43, 0.50], [1.94, 6.38, 0.82], [3.55, 5.94, 1.45], [1.50, 6.04, 3.20], [2.58, 4.62, 3.26], [-3.70, 4.63, 4.38], [-2.79, 5.04, 3.22], [-2.45, 6.40, 3.47], [-2.40, 6.64, 5.09], [-1.02, 6.55, 5.51], [-3.24, 7.77, 5.41], [-3.16, 5.27, 5.53], [-4.72, 5.01, 4.23], [-3.73, 3.55, 4.53], [-3.28, 4.93, 2.25], [-1.87, 4.45, 3.23], [10.19, 1.94, 3.01], [10.27, 0.42, 3.10], [9.07, -0.06, 2.51], [8.61, 0.97, 1.33], [9.07, 0.44, 0.07], [7.24, 1.36, 1.57], [9.58, 2.21, 1.74], [9.55, 2.35, 3.79], [11.18, 2.41, 3.06], [10.37, 0.07, 4.13], [11.11, 0.03, 2.51]],
  "homo_ev": -11.233,
  "e_tot_ha": -5352.45538,
  "e_above_lowest_kcal_mol": 171.90,
  "orbital_gap_ev": 5.989,
  "total_charge": 1
}